# C25H33I2O2P2ScSi

C25H33I2O2P2ScSi as an isolated structure at a distorted geometry (the ωB97M-V functional and the def2-TZVPD basis, the Open Molecules 2025 dataset).

Element x y z (Å)
I  0.325  -0.795  -4.749
I  -0.369  1.792  -3.904
Sc  0.013  -0.476  0.463
P  -2.472  -0.124  -0.130
C  -3.437  1.361  0.340
C  -3.083  -0.679  -1.759
H  -4.166  -0.832  -1.737
H  -4.169  -1.530  0.899
H  -2.587  -1.629  -2.009
H  -2.584  -2.355  0.858
H  -3.193  2.182  -0.347
H  -2.813  0.058  -2.528
C  -3.093  -1.396  1.044
H  -4.517  1.175  0.312
H  -2.908  -1.087  2.079
H  -3.163  1.668  1.359
P  2.484  -0.029  -0.133
C  3.375  1.490  0.376
C  3.142  -1.269  1.053
H  2.654  -1.535  -2.003
H  4.207  -0.692  -1.729
H  2.833  0.151  -2.529
C  3.121  -0.570  -1.755
H  2.659  -2.248  0.904
H  4.223  -1.380  0.923
H  4.463  1.349  0.351
H  3.085  1.777  1.397
H  2.940  -0.913  2.069
H  3.102  2.306  -0.304
C  -0.013  1.668  0.385
O  -0.021  2.828  0.465
O  0.033  -1.111  2.248
Si  0.190  -0.684  3.798
C  1.006  -2.101  4.647
C  0.212  -2.837  5.531
C  0.770  -3.911  6.237
C  2.108  -4.255  6.037
C  2.886  -3.555  5.107
C  2.328  -2.482  4.391
C  1.156  0.890  3.962
C  0.582  2.080  3.516
C  1.268  3.288  3.677
C  2.511  3.293  4.329
C  3.092  2.095  4.755
C  2.419  0.882  4.563
C  -1.500  -0.443  4.497
C  -2.445  -1.473  4.394
C  -3.686  -1.340  5.037
C  -3.981  -0.165  5.737
C  -3.054  0.883  5.785
C  -1.808  0.742  5.158
H  -0.834  -2.563  5.697
H  0.142  -4.444  6.952
H  2.546  -5.070  6.607
H  3.939  -3.813  4.950
H  2.945  -1.930  3.666
H  -0.441  2.088  3.110
H  0.808  4.217  3.342
H  3.014  4.238  4.524
H  4.059  2.088  5.267
H  2.847  -0.059  4.912
H  -2.204  -2.405  3.857
H  -4.394  -2.173  5.007
H  -4.926  -0.067  6.260
H  -3.260  1.805  6.332
H  -1.066  1.543  5.216

Properties
Charge: +2
HOMO in Eh: -0.4971
ΔE to the lowest compared entry with this formula, charge and spin in kcal per mole: 0.0


# C25H33I2O2P2SiV

C25H33I2O2P2SiV as an isolated structure at a distorted geometry (the ωB97M-V functional and the def2-TZVPD basis, the Open Molecules 2025 dataset).

Element x y z (Å)
I  -3.758  -5.929  2.531
I  -1.354  -6.622  2.271
V  -0.839  -1.946  0.750
P  -0.968  -2.750  -1.420
C  0.561  -3.426  -2.170
C  -2.181  -4.105  -1.632
H  -2.270  -4.396  -2.684
H  -1.651  -1.943  -3.631
H  -3.147  -3.757  -1.256
H  -2.470  -1.082  -2.287
H  0.926  -4.258  -1.562
H  -1.865  -4.967  -1.038
C  -1.522  -1.499  -2.638
H  0.377  -3.774  -3.192
H  -0.784  -0.694  -2.688
H  1.332  -2.650  -2.184
P  -0.997  -1.085  2.896
C  0.521  -1.072  3.923
C  -1.563  0.657  2.952
H  -3.177  -1.953  3.427
H  -2.318  -1.464  4.925
H  -1.897  -2.990  4.091
C  -2.217  -1.954  3.950
H  -2.504  0.724  2.399
H  -1.708  0.993  3.984
H  0.324  -0.643  4.911
H  1.294  -0.485  3.420
H  -0.822  1.292  2.459
H  0.889  -2.095  4.038
C  0.932  -2.333  0.911
O  2.071  -2.582  1.014
O  -0.646  -0.195  0.098
Si  0.273  1.043  -0.412
C  1.314  0.579  -1.912
C  1.062  1.155  -3.173
C  1.838  0.807  -4.283
C  2.882  -0.109  -4.151
C  3.148  -0.682  -2.907
C  2.368  -0.342  -1.798
C  -0.866  2.446  -0.868
C  -2.242  2.365  -0.617
C  -3.076  3.444  -0.930
C  -2.542  4.602  -1.504
C  -1.173  4.687  -1.763
C  -0.336  3.615  -1.442
C  1.425  1.706  0.924
C  1.304  3.032  1.389
C  2.171  3.530  2.365
C  3.169  2.713  2.897
C  3.298  1.398  2.454
C  2.432  0.899  1.476
H  0.258  1.859  -3.315
H  1.629  1.249  -5.250
H  3.483  -0.377  -5.010
H  3.955  -1.395  -2.804
H  2.598  -0.813  -0.861
H  -2.670  1.480  -0.165
H  -4.137  3.385  -0.724
H  -3.188  5.436  -1.745
H  -0.757  5.581  -2.207
H  0.726  3.697  -1.639
H  0.545  3.696  1.009
H  2.070  4.551  2.709
H  3.841  3.100  3.653
H  4.068  0.762  2.867
H  2.561  -0.118  1.166

Properties
Charge: +3
HOMO (alpha / beta) in Eh: -0.5808 / -0.5808
Multiplicity: 2


# C25H33IN7OSV

C25H33IN7OSV as an isolated structure (the ωB97M-V functional and the def2-TZVPD basis, the Open Molecules 2025 dataset).

Element x y z (Å)
V  0.052  0.311  -0.306
O  0.732  -1.759  -1.249
C  1.960  -1.781  -1.993
C  2.339  -0.358  -2.283
C  3.269  -0.012  -3.253
C  3.616  1.317  -3.406
C  3.034  2.276  -2.581
C  2.118  1.849  -1.649
N  1.760  0.561  -1.516
H  0.509  -2.653  -0.967
H  1.852  -2.352  -2.918
H  2.752  -2.247  -1.396
H  3.711  -0.778  -3.875
H  4.333  1.607  -4.162
H  3.288  3.322  -2.654
H  1.635  2.554  -0.979
I  2.062  -0.406  1.670
C  1.781  1.495  2.451
C  2.697  1.954  3.349
C  2.463  3.194  3.991
C  1.307  3.871  3.752
C  0.342  3.376  2.835
C  -0.905  4.034  2.674
C  -1.854  3.528  1.839
C  -1.563  2.384  1.060
C  -0.358  1.718  1.127
C  0.588  2.189  2.106
H  3.583  1.384  3.590
H  3.191  3.576  4.692
H  1.099  4.798  4.271
H  -1.092  4.934  3.246
H  -2.816  4.013  1.751
H  -2.327  2.027  0.375
C  -2.947  -2.029  5.099
C  -3.015  -2.082  3.620
N  -3.865  -2.762  2.916
N  -3.519  -2.487  1.621
C  -2.487  -1.662  1.508
S  -1.929  -1.100  -0.029
N  -2.145  -1.394  2.791
N  -1.099  -0.559  3.167
H  -3.764  -2.619  5.504
H  -3.041  -1.005  5.460
H  -2.005  -2.440  5.462
H  -4.048  -2.883  0.859
H  -0.451  -1.079  3.748
H  -1.469  0.247  3.660
C  -1.094  4.195  -3.248
C  -2.367  3.368  -3.139
N  -2.223  1.994  -3.642
C  -2.874  1.701  -4.931
C  -2.140  2.316  -6.106
C  -1.533  1.091  -2.947
C  -1.349  -0.281  -3.517
N  -0.997  1.350  -1.775
H  -1.229  5.152  -2.746
H  -0.847  4.391  -4.290
H  -0.237  3.692  -2.798
H  -3.162  3.829  -3.725
H  -2.748  3.326  -2.114
H  -3.894  2.086  -4.861
H  -2.963  0.625  -5.042
H  -2.084  3.401  -6.023
H  -2.661  2.089  -7.034
H  -1.124  1.929  -6.184
H  -2.304  -0.804  -3.579
H  -0.690  -0.875  -2.889
H  -0.928  -0.226  -4.521
H  -1.201  2.292  -1.457

Properties
Charge: +2
HOMO (alpha / beta) in Eh: -0.4813 / -0.4841
ΔE to the lowest compared entry with this formula, charge and spin in kcal per mole: 1.1
Multiplicity: 3


# C25H33N2PdSi2

C25H33N2PdSi2 as an isolated structure (the ωB97M-V functional and the def2-TZVPD basis, the Open Molecules 2025 dataset).

Element x y z (Å)
Pd  0.172  0.870  0.619
C  0.251  3.121  -2.063
C  1.023  1.812  -2.223
C  0.303  0.763  -3.035
C  0.751  0.415  -4.298
C  0.139  -0.602  -5.021
C  -0.922  -1.281  -4.455
C  -1.413  -0.957  -3.189
C  -2.535  -1.805  -2.637
C  -3.874  -1.573  -3.337
C  -0.811  0.092  -2.482
N  -1.216  0.469  -1.191
C  -2.463  0.736  -0.975
C  -2.943  1.172  0.280
C  -4.281  1.327  0.690
C  -4.226  1.712  2.025
C  -2.858  1.782  2.348
N  -2.085  1.458  1.313
H  0.845  3.855  -1.514
H  -0.680  2.968  -1.519
H  0.007  3.545  -3.040
H  1.220  1.344  -1.238
H  1.996  2.009  -2.682
H  1.606  0.939  -4.711
H  0.506  -0.877  -6.002
H  -1.383  -2.103  -4.993
H  -2.647  -1.649  -1.564
H  -2.254  -2.855  -2.765
H  -4.215  -0.543  -3.219
H  -4.644  -2.231  -2.931
H  -3.792  -1.767  -4.408
H  -3.188  0.658  -1.789
H  -5.160  1.158  0.086
H  -5.056  1.922  2.683
H  -2.421  2.073  3.293
C  3.442  1.884  1.386
Si  1.845  1.152  2.141
C  1.260  2.448  3.419
C  2.411  -0.379  3.116
C  3.186  -0.449  4.274
C  3.531  -1.677  4.816
C  3.113  -2.851  4.202
C  2.347  -2.797  3.048
C  1.985  -1.567  2.497
Si  0.931  -1.233  0.948
C  -0.668  -2.245  1.152
C  1.870  -1.971  -0.537
H  4.197  2.068  2.157
H  3.247  2.826  0.869
H  3.868  1.188  0.660
H  2.053  2.688  4.137
H  0.401  2.071  3.977
H  0.959  3.377  2.931
H  3.519  0.462  4.763
H  4.127  -1.726  5.721
H  3.385  -3.809  4.631
H  2.021  -3.721  2.581
H  -0.442  -3.302  1.330
H  -1.289  -2.174  0.258
H  -1.251  -1.869  1.994
H  2.065  -3.039  -0.398
H  2.832  -1.468  -0.662
H  1.304  -1.843  -1.463

Properties
Charge: -1
HOMO in Eh: -0.1553
ΔE to the lowest compared entry with this formula, charge and spin in kcal per mole: 16.3


# C25H33N3O2

One molecule with the formula C25H33N3O2 (the ωB97M-V functional and the def2-TZVPD basis, the Open Molecules 2025 dataset).

Element x y z (Å)
C  -3.528  -3.009  -1.285
C  -2.362  -2.018  -1.222
N  -2.067  -1.578  0.123
C  -1.177  -2.419  0.888
C  0.228  -1.822  1.065
C  0.907  -1.520  -0.265
N  2.217  -0.959  -0.024
C  3.234  -1.073  -0.894
O  3.199  -1.752  -1.899
C  4.525  -0.350  -0.464
C  5.378  -1.300  0.399
C  4.994  -0.923  1.828
C  4.515  0.517  1.718
O  4.328  1.298  2.624
N  4.307  0.779  0.407
C  3.884  2.072  -0.089
C  2.458  2.053  -0.577
C  2.168  1.928  -1.927
C  0.856  1.882  -2.360
C  -0.197  1.951  -1.456
C  -1.615  1.946  -1.936
C  0.096  2.056  -0.101
C  1.408  2.110  0.333
C  -2.795  -0.575  0.728
C  -2.505  -0.146  2.030
C  -3.207  0.894  2.608
C  -4.212  1.547  1.922
C  -4.534  1.134  0.635
C  -5.630  1.824  -0.122
C  -3.836  0.085  0.059
H  -3.298  -3.901  -0.708
H  -4.431  -2.564  -0.875
H  -3.716  -3.301  -2.315
H  -2.573  -1.148  -1.848
H  -1.464  -2.492  -1.627
H  -1.605  -2.622  1.876
H  -1.085  -3.377  0.372
H  0.835  -2.527  1.636
H  0.163  -0.890  1.629
H  0.297  -0.812  -0.839
H  1.050  -2.425  -0.861
H  2.277  -0.267  0.709
H  5.046  -0.047  -1.378
H  5.178  -2.343  0.161
H  6.436  -1.103  0.228
H  5.819  -0.997  2.534
H  4.172  -1.534  2.206
H  4.557  2.376  -0.898
H  3.990  2.765  0.751
H  2.972  1.871  -2.647
H  0.646  1.791  -3.416
H  -1.724  1.311  -2.813
H  -1.911  2.957  -2.218
H  -2.288  1.602  -1.154
H  -0.712  2.098  0.616
H  1.627  2.203  1.389
H  -1.731  -0.619  2.610
H  -2.955  1.200  3.614
H  -4.749  2.364  2.379
H  -5.387  2.877  -0.260
H  -6.565  1.770  0.433
H  -5.780  1.373  -1.099
H  -4.129  -0.220  -0.933

Properties
SMILES: CCN(CCCNC(=O)[C@@H]1CCC(=O)N1Cc1ccc(C)cc1)c1cccc(C)c1
HOMO in Eh: -0.2803
ΔE to the lowest compared entry with this formula, charge and spin in kcal per mole: 9.7


# C25H33N3O7S

One molecule with the formula C25H33N3O7S at a distorted geometry (the ωB97M-V functional and the def2-TZVPD basis, the Open Molecules 2025 dataset).

Element x y z (Å)
C  0.925  1.645  3.398
C  0.800  1.005  2.018
O  -0.535  1.024  1.537
C  -1.428  0.068  1.936
C  -1.149  -0.939  2.852
C  -2.114  -1.876  3.176
C  -3.368  -1.835  2.594
C  -3.645  -0.855  1.661
C  -2.699  0.110  1.336
C  -3.004  1.044  0.222
O  -3.572  0.664  -0.794
N  -2.611  2.332  0.377
C  -2.527  3.229  -0.769
C  -1.118  2.971  -1.325
O  -0.186  3.727  -1.188
N  -1.017  1.716  -1.870
C  0.145  0.951  -1.695
C  1.413  1.462  -1.943
C  2.545  0.731  -1.621
C  2.434  -0.516  -1.011
O  3.468  -1.297  -0.615
C  4.779  -0.791  -0.743
C  1.154  -1.020  -0.776
S  0.967  -2.493  0.216
O  -0.423  -2.854  0.224
O  1.603  -2.258  1.482
N  1.861  -3.614  -0.627
C  1.170  -4.321  -1.678
C  2.226  -4.867  -2.645
O  3.164  -5.676  -1.975
C  3.816  -4.967  -0.944
C  2.809  -4.442  0.080
C  0.027  -0.318  -1.130
C  -2.756  4.687  -0.368
C  -2.731  5.573  -1.611
C  -4.085  4.833  0.369
H  1.966  1.636  3.708
H  0.576  2.675  3.365
H  0.334  1.104  4.133
H  1.350  1.600  1.282
H  1.198  -0.014  2.011
H  -0.170  -1.026  3.293
H  -1.871  -2.652  3.886
H  -4.113  -2.572  2.846
H  -4.599  -0.820  1.158
H  -2.011  2.553  1.157
H  -3.289  2.903  -1.485
H  -1.874  1.169  -1.870
H  1.513  2.449  -2.363
H  3.513  1.160  -1.826
H  4.903  0.145  -0.191
H  5.429  -1.551  -0.313
H  5.048  -0.635  -1.792
H  0.504  -3.620  -2.180
H  0.573  -5.148  -1.268
H  1.767  -5.500  -3.406
H  2.741  -4.022  -3.126
H  4.510  -5.672  -0.485
H  4.370  -4.118  -1.369
H  3.288  -3.817  0.833
H  2.306  -5.288  0.570
H  -0.936  -0.754  -0.911
H  -1.936  4.989  0.293
H  -2.892  6.612  -1.333
H  -3.514  5.277  -2.306
H  -1.770  5.496  -2.112
H  -4.109  4.206  1.257
H  -4.907  4.539  -0.279
H  -4.235  5.866  0.670

Properties
SMILES: CCOc1ccccc1C(=O)N[C@H](C(=O)Nc1ccc(OC)c(S(=O)(=O)N2CCOCC2)c1)C(C)C
HOMO in Eh: -0.3100
ΔE to the lowest compared entry with this formula, charge and spin in kcal per mole: 0.0


# C25H33OSi2

A 2-piece molecular cluster, C25H33OSi2 overall at a distorted geometry (the ωB97M-V functional and the def2-TZVPD basis, the Open Molecules 2025 dataset).

Element x y z (Å)
C  -1.852  4.227  -2.260
Si  -2.381  2.456  -2.541
C  -1.982  2.011  -4.310
H  -1.594  1.502  -1.644
C  -4.244  2.402  -2.340
Si  -4.819  1.228  -1.005
C  -6.692  1.226  -0.870
C  -4.203  -0.508  -1.408
C  -4.084  1.780  0.639
H  -2.355  4.845  -3.017
H  -2.135  4.593  -1.265
H  -0.766  4.335  -2.380
H  -2.483  2.741  -4.961
H  -0.898  2.063  -4.480
H  -2.333  1.003  -4.564
H  -4.602  3.422  -2.115
H  -4.691  2.118  -3.308
H  -7.014  0.536  -0.077
H  -7.076  2.226  -0.624
H  -7.162  0.905  -1.810
H  -4.512  -1.204  -0.616
H  -4.630  -0.858  -2.359
H  -3.108  -0.551  -1.491
H  -4.371  1.064  1.422
H  -2.988  1.836  0.603
H  -4.470  2.771  0.921
C  7.339  -0.123  4.400
C  7.219  -1.122  3.427
C  6.633  -0.837  2.196
C  6.194  0.460  1.949
O  5.470  0.756  0.789
C  4.217  0.165  0.640
C  3.101  1.004  0.763
C  1.838  0.462  0.742
C  1.608  -0.933  0.512
C  0.243  -1.328  0.397
C  -0.346  -2.613  0.263
C  -1.765  -2.718  0.457
C  -2.435  -3.917  0.276
C  -1.725  -5.091  -0.027
C  -0.333  -5.024  -0.162
C  0.344  -3.812  -0.076
C  2.768  -1.759  0.464
C  4.046  -1.212  0.469
C  6.357  1.484  2.882
C  6.892  1.175  4.127
H  7.769  -0.359  5.375
H  7.572  -2.136  3.617
H  6.505  -1.604  1.433
H  3.278  2.069  0.919
H  0.985  1.122  0.890
H  -0.465  -0.500  0.485
H  -2.311  -1.817  0.746
H  -3.519  -3.952  0.387
H  -2.252  -6.041  -0.135
H  0.233  -5.937  -0.345
H  1.402  -3.783  -0.307
H  2.691  -2.840  0.437
H  4.921  -1.856  0.365
H  6.015  2.488  2.623
H  6.959  1.960  4.884

Properties
Charge: +1
HOMO in Eh: -0.4279


For each record above, in turn, the calculated energy values are -3450.828554, -3633.493722, -3070.419266, -1788.963949, -1287.253166, -2061.595945, -1626.421631 a.u..